(1)
95
Properties=species:S:1:pos:R:3:mulliken_charge:R:1 method="wB97M-V/def2-TZVPD" lumo_energy_ev=3.88 de_lowest_kcal_mol=13.3 total_charge=-2
Na -0.01 -0.13 0.00 2.90
C -5.07 1.86 -3.50 -0.64
C -4.09 2.45 -4.30 -0.59
C -2.75 2.16 -4.11 -0.30
C -2.41 1.26 -3.11 0.31
C -1.08 0.77 -2.67 -0.33
N 0.03 1.22 -3.11 -0.55
C 1.29 0.90 -2.59 -1.44
C 2.53 1.10 -3.23 0.30
C 2.91 1.54 -4.51 -0.35
C 4.25 1.56 -4.83 -0.54
C 5.24 1.13 -3.90 -0.63
C 4.88 0.70 -2.65 -0.26
C 3.52 0.69 -2.29 0.36
C 2.82 0.29 -1.12 -1.33
N 3.44 -0.23 0.03 -0.40
C 2.80 -0.79 1.00 -1.00
N 1.45 -0.95 1.19 0.76
C 1.23 -1.71 2.30 -1.09
N 0.10 -2.16 2.78 -0.16
C -1.12 -2.02 2.12 -2.00
N -1.35 -1.43 0.94 1.70
C -2.69 -1.49 0.66 -2.39
N -3.31 -0.81 -0.37 -0.34
C -2.73 -0.22 -1.34 -1.01
N -1.32 -0.28 -1.70 1.30
C -3.39 0.66 -2.31 0.27
C -4.73 0.97 -2.49 -0.18
C -3.36 -2.19 1.70 1.33
C -4.70 -2.56 1.94 -0.74
C -4.99 -3.28 3.07 -0.51
C -3.98 -3.66 3.99 -0.68
C -2.67 -3.30 3.77 -0.70
C -2.35 -2.55 2.63 0.69
C 2.54 -2.04 2.93 -0.05
C 2.88 -2.80 4.03 -0.04
C 4.23 -2.98 4.33 -0.62
C 5.21 -2.40 3.52 -0.61
C 4.86 -1.65 2.40 -0.04
C 3.52 -1.47 2.12 0.01
N 1.50 0.43 -1.33 0.43
H -6.11 2.11 -3.66 0.39
H -4.39 3.15 -5.08 0.39
H -1.97 2.61 -4.70 0.51
H 2.16 1.86 -5.23 0.48
H 4.57 1.90 -5.81 0.36
H 6.28 1.15 -4.19 0.36
H 5.63 0.37 -1.93 0.49
H -5.48 0.51 -1.86 0.54
H -5.48 -2.28 1.24 0.50
H -6.02 -3.58 3.27 0.38
H -4.24 -4.25 4.86 0.39
H -1.88 -3.58 4.46 0.51
H 2.10 -3.25 4.64 0.56
H 4.52 -3.57 5.19 0.38
H 6.25 -2.56 3.76 0.37
H 5.62 -1.21 1.76 0.54
C -1.75 2.58 0.91 -0.63
N -0.93 1.62 1.65 1.35
C -1.72 1.08 2.76 -0.68
N -2.16 2.16 3.67 0.13
C -2.95 3.12 2.89 -0.65
N -2.19 3.69 1.77 0.04
C -0.99 4.33 2.32 -0.73
N -0.15 3.41 3.08 0.05
C 0.24 2.31 2.19 -0.69
C -0.97 2.85 4.16 -0.65
H -2.63 2.06 0.51 0.09
H -1.17 2.98 0.08 0.10
H -1.12 0.36 3.32 -0.04
H -2.60 0.56 2.37 0.00
H -3.28 3.93 3.54 0.36
H -3.83 2.60 2.49 0.36
H -1.30 5.16 2.97 0.33
H -0.41 4.74 1.49 0.35
H 0.84 1.59 2.75 0.16
H 0.84 2.70 1.37 0.07
H -1.28 3.66 4.83 0.33
H -0.36 2.14 4.73 0.36
C -0.54 -4.42 -2.89 -1.68
Ge 0.10 -3.13 -1.50 0.91
C 2.01 -2.92 -1.85 -1.20
C -0.16 -4.18 0.11 -1.22
C -0.95 -1.61 -2.27 -1.49
H 0.02 -5.36 -2.83 0.44
H -0.43 -4.02 -3.90 0.40
H -1.59 -4.64 -2.72 0.40
H 2.48 -3.91 -1.86 0.50
H 2.49 -2.32 -1.07 0.25
H 2.18 -2.43 -2.81 0.31
H 0.17 -5.19 -0.14 0.59
H -1.21 -4.22 0.41 0.30
H 0.42 -3.81 0.95 0.22
H -1.86 -2.09 -2.62 0.57
H -0.33 -1.42 -3.15 0.71

(2)
13
Properties=species:S:1:pos:R:3:nbo_charge:R:1 method="wB97M-V/def2-TZVPD" lumo_energy_ev=0.27 smiles=OB(O)c1ccc(Cl)s1 de_lowest_kcal_mol=0.0 total_charge=0
O 1.41 1.77 -1.18 -0.86
B 0.40 1.59 -0.27 1.09
O -0.29 2.72 0.22 -0.91
C 0.08 0.20 0.23 -0.57
C 0.43 -0.94 -0.43 -0.19
C -0.18 -2.12 0.06 -0.29
C -0.99 -1.95 1.18 -0.25
Cl -1.82 -3.26 1.88 0.07
S -0.89 -0.26 1.66 0.45
H 1.41 2.72 -1.21 0.48
H -0.55 3.39 -0.42 0.49
H 1.18 -0.75 -1.25 0.25
H -0.19 -3.10 -0.47 0.23

(3)
15
Properties=species:S:1:pos:R:3:nbo_charge:R:1 method="wB97M-V/def2-TZVPD" lumo_energy_ev=0.98 smiles="[H]/N=N/N(N)CCO" de_lowest_kcal_mol=106.1 total_charge=0
H -2.31 -2.38 -0.70 0.33
N -1.44 -1.86 -0.66 -0.46
N -1.85 -0.83 -0.04 0.01
N -0.81 0.08 0.14 -0.13
N -1.16 1.30 0.71 -0.65
C 0.44 -0.02 -0.67 -0.29
C 1.72 -0.22 0.03 -0.09
O 2.18 1.05 0.28 -0.71
H -1.40 1.29 1.65 0.35
H -1.97 1.66 0.28 0.35
H 0.48 0.94 -1.10 0.22
H 0.18 -0.88 -1.42 0.25
H 2.50 -0.68 -0.51 0.19
H 1.71 -0.85 0.97 0.17
H 1.73 1.39 1.03 0.47

(4)
19
Properties=species:S:1:pos:R:3:nbo_charge:R:1 method="wB97M-V/def2-TZVPD" lumo_energy_ev=0.55 smiles="[H]/N=C/N.O.O.O.O" de_lowest_kcal_mol=6.6 total_charge=0
H -1.26 2.67 -1.94 0.35
N -1.22 1.78 -1.47 -0.80
C -0.08 1.24 -1.75 0.30
N 0.29 0.02 -1.30 -0.81
H 0.72 1.79 -2.25 0.15
H -0.37 -0.63 -0.92 0.41
H 1.20 -0.32 -1.54 0.42
O 1.21 -0.28 2.07 -0.96
H 1.49 0.55 2.46 0.47
H 0.37 -0.04 1.65 0.50
O -1.83 -2.33 0.08 -0.97
H -2.73 -2.63 0.24 0.47
H -1.75 -1.52 0.60 0.49
O -1.75 0.32 1.18 -1.00
H -1.79 0.93 0.42 0.52
H -2.11 0.85 1.91 0.48
O 3.06 -0.77 -0.19 -0.97
H 3.85 -1.25 0.09 0.47
H 2.70 -0.40 0.63 0.49

(5)
53
Properties=species:S:1:pos:R:3:nbo_charge:R:1 method="wB97M-V/def2-TZVPD" lumo_energy_ev="1.87 / 1.88" multiplicity=2 de_lowest_kcal_mol=55.2 s2=0.778 total_charge=-1
Co 0.20 -0.03 0.27 0.65
C -6.22 1.70 2.20 -0.22
C -5.64 2.24 1.06 -0.24
C -4.39 1.83 0.66 -0.13
C -3.68 0.87 1.38 -0.33
C -4.26 0.33 2.52 -0.19
C -5.52 0.75 2.93 -0.22
P -1.98 0.48 0.83 0.95
C -2.31 0.76 -1.03 -0.35
C -3.05 -0.27 -1.62 -0.17
C -3.27 -0.30 -2.98 -0.24
C -2.72 0.69 -3.79 -0.24
C -1.97 1.70 -3.22 -0.20
C -1.75 1.73 -1.85 -0.23
C -1.09 2.01 1.22 -0.41
C -1.50 3.18 1.84 -0.16
C -0.56 4.17 2.06 -0.27
C 0.76 3.98 1.67 -0.22
C 1.17 2.80 1.07 -0.25
C 0.24 1.80 0.84 -0.22
H -7.20 2.02 2.53 0.20
H -6.17 2.99 0.49 0.20
H -3.94 2.27 -0.23 0.22
H -3.72 -0.40 3.09 0.23
H -5.95 0.34 3.83 0.20
H -3.47 -1.04 -0.98 0.19
H -3.85 -1.10 -3.42 0.20
H -2.88 0.66 -4.86 0.20
H -1.53 2.46 -3.84 0.20
H -1.17 2.53 -1.42 0.23
H -2.53 3.30 2.16 0.20
H -0.85 5.10 2.53 0.19
H 1.48 4.77 1.84 0.19
H 2.21 2.67 0.79 0.21
O 1.85 -2.91 1.18 -0.54
C 1.13 -2.31 1.98 0.64
N 0.16 -1.37 1.62 -0.72
C -0.52 -0.95 2.73 0.65
O -1.54 -0.15 2.69 -0.68
C 0.03 -1.57 3.88 -0.05
C -0.23 -1.44 5.25 -0.19
C 0.56 -2.14 6.13 -0.21
C 1.59 -2.98 5.68 -0.20
C 1.85 -3.13 4.33 -0.17
C 1.08 -2.43 3.42 -0.11
H -1.02 -0.79 5.59 0.23
H 0.39 -2.04 7.20 0.21
H 2.19 -3.51 6.41 0.21
H 2.64 -3.78 3.98 0.23
F 2.95 0.08 -0.42 -0.37
C 1.68 0.24 -0.84 0.73
F 1.75 1.26 -1.75 -0.38
F 1.41 -0.87 -1.62 -0.39

(6)
36
Properties=species:S:1:pos:R:3:nbo_charge:R:1 method="wB97M-V/def2-TZVPD" lumo_energy_ev="-6.39 / -6.30" multiplicity=4 s2=3.752 total_charge=+2
Er -0.90 0.09 0.25 2.10
C 2.32 -0.87 -0.47 -0.26
O 1.36 -0.49 0.55 -0.62
C 1.75 -0.96 1.85 -0.10
C 0.86 -0.30 2.88 -0.10
O -0.53 -0.36 2.49 -0.61
C -1.30 -1.50 2.95 -0.11
C -1.27 -2.63 1.92 -0.10
O -1.57 -2.08 0.62 -0.64
C -1.54 -3.09 -0.41 -0.27
H 3.29 -0.45 -0.23 0.22
H 1.97 -0.46 -1.41 0.22
H 2.39 -1.95 -0.52 0.20
H 2.79 -0.68 2.05 0.23
H 1.68 -2.05 1.87 0.19
H 1.10 0.76 2.96 0.23
H 0.99 -0.76 3.86 0.23
H -2.31 -1.15 3.09 0.23
H -0.91 -1.86 3.90 0.24
H -2.03 -3.37 2.19 0.24
H -0.30 -3.13 1.88 0.20
H -2.24 -3.89 -0.18 0.23
H -0.54 -3.50 -0.51 0.20
H -1.85 -2.62 -1.35 0.22
O -0.30 0.64 -1.59 -0.74
N -0.28 1.91 -2.07 0.01
C 0.29 2.10 -3.27 0.05
C 0.34 3.35 -3.83 -0.23
C -0.21 4.42 -3.12 -0.10
C -0.79 4.20 -1.89 -0.22
C -0.82 2.92 -1.34 0.07
S -1.50 2.62 0.24 -0.28
H 0.68 1.21 -3.75 0.25
H 0.80 3.49 -4.79 0.27
H -0.20 5.42 -3.54 0.26
H -1.22 5.01 -1.31 0.27

(7)
18
Properties=species:S:1:pos:R:3:nbo_charge:R:1 method="wB97M-V/def2-TZVPD" lumo_energy_ev=1.05 smiles="C=C(/C=C/C)NC" de_lowest_kcal_mol=64.8 total_charge=0
C -2.38 0.00 0.48 -0.52
C -1.11 0.21 0.10 0.18
C -0.09 -0.83 0.01 -0.25
C 1.17 -0.84 0.47 -0.12
C 2.09 -2.04 0.40 -0.65
N -0.57 1.48 -0.11 -0.62
C 0.44 1.91 -1.11 -0.40
H -2.67 -0.95 0.75 0.19
H -3.21 0.50 0.35 0.19
H -0.33 -1.61 -0.68 0.20
H 1.62 -0.03 0.90 0.19
H 1.72 -2.97 0.07 0.21
H 2.95 -1.82 -0.23 0.21
H 2.31 -2.32 1.41 0.22
H -1.30 2.28 0.09 0.38
H 0.33 1.36 -2.01 0.19
H 1.46 1.81 -0.62 0.19
H 0.42 2.92 -1.38 0.20

(8)
74
Properties=species:S:1:pos:R:3:mulliken_charge:R:1 method="wB97M-V/def2-TZVPD" lumo_energy_ev="0.02 / -1.40" multiplicity=5 de_lowest_kcal_mol=4.9 s2=6.037 total_charge=0
Ru -0.06 0.40 -0.11 -0.45
O -1.19 2.11 -1.98 -0.64
C -1.56 1.40 -1.08 -0.26
C -3.01 1.17 -0.76 0.78
C -4.01 2.08 -1.08 -0.59
C -5.32 1.78 -0.73 -0.61
C -5.62 0.57 -0.10 -0.64
C -4.63 -0.35 0.19 -0.35
C -3.31 -0.04 -0.14 -0.16
P -1.86 -1.11 0.01 2.01
C -2.17 -2.36 -1.26 0.44
C -1.58 -2.18 -2.51 -0.32
C -1.84 -3.08 -3.53 -0.62
C -2.68 -4.16 -3.32 -0.61
C -3.27 -4.34 -2.07 -0.69
C -3.02 -3.44 -1.05 -0.24
C -1.98 -1.91 1.62 0.75
C -2.47 -1.17 2.70 -0.89
C -2.46 -1.71 3.98 -0.72
C -1.94 -2.98 4.19 -0.57
C -1.44 -3.71 3.12 -0.63
C -1.45 -3.18 1.84 -0.35
H -3.76 3.00 -1.58 0.53
H -6.11 2.48 -0.96 0.41
H -6.65 0.35 0.16 0.44
H -4.87 -1.29 0.67 0.40
H -0.90 -1.35 -2.67 0.11
H -1.37 -2.93 -4.50 0.45
H -2.87 -4.86 -4.11 0.41
H -3.92 -5.18 -1.90 0.44
H -3.49 -3.59 -0.08 0.35
H -2.86 -0.17 2.54 0.48
H -2.84 -1.13 4.80 0.43
H -1.93 -3.40 5.19 0.39
H -1.03 -4.70 3.29 0.45
H -1.04 -3.75 1.02 0.08
C 3.19 1.30 2.32 -0.87
Si 2.67 -0.41 1.72 -0.10
C 4.20 -1.50 1.89 -1.18
C 1.39 -1.10 2.91 -0.72
C 2.02 -0.43 -0.04 2.39
C 1.99 -1.85 -0.54 -1.75
C 3.16 -2.50 -0.98 -0.83
C 3.11 -3.79 -1.44 -0.91
C 1.89 -4.45 -1.46 -1.34
C 0.79 -3.76 -0.99 -0.12
N 0.83 -2.51 -0.54 1.22
Si 2.92 0.70 -1.23 0.49
C 2.40 0.19 -2.97 -1.05
C 4.81 0.72 -1.17 -1.18
C 2.39 2.50 -1.04 -1.07
H 3.63 1.17 3.31 0.38
H 2.36 2.00 2.42 0.14
H 3.95 1.76 1.68 0.27
H 4.58 -1.45 2.92 0.41
H 5.01 -1.17 1.23 0.27
H 3.99 -2.54 1.67 0.36
H 1.80 -1.22 3.92 0.50
H 1.02 -2.07 2.58 0.08
H 0.52 -0.43 2.99 0.08
H 4.10 -1.97 -0.94 0.40
H 4.01 -4.28 -1.78 0.45
H 1.79 -5.47 -1.82 0.47
H -0.19 -4.24 -1.00 0.20
H 2.75 -0.81 -3.24 0.34
H 2.77 0.90 -3.72 0.45
H 1.31 0.18 -3.05 0.16
H 5.26 -0.23 -1.46 0.36
H 5.19 0.98 -0.18 0.32
H 5.18 1.47 -1.87 0.43
H 1.35 2.66 -1.35 0.35
H 3.02 3.11 -1.68 0.39
H 2.48 2.87 -0.02 0.33
Te -0.46 2.22 1.55 -0.12

(9)
77
Properties=species:S:1:pos:R:3:mulliken_charge:R:1 method="wB97M-V/def2-TZVPD" lumo_energy_ev="4.34 / 4.34" multiplicity=2 de_lowest_kcal_mol=0.0 s2=0.762 total_charge=-2
Cu 0.17 -0.19 0.33 -0.81
N 1.12 -3.18 3.09 -0.49
N 0.20 -2.67 -1.16 -0.39
C 0.95 1.88 0.25 0.40
C 1.99 0.92 0.58 1.75
C 1.99 0.76 2.01 0.39
C 2.85 -0.17 2.78 -1.58
H 3.77 -0.39 2.23 0.37
H 2.36 -1.14 2.98 0.22
H 3.13 0.28 3.74 0.51
C 0.99 1.60 2.56 0.15
C 0.70 1.78 4.00 -1.89
H 1.29 2.61 4.41 0.36
H 0.95 0.88 4.58 0.38
H -0.37 2.01 4.16 0.38
C 0.35 2.29 1.49 0.53
C -0.72 3.30 1.63 -1.98
H -1.50 2.96 2.34 0.36
H -1.21 3.50 0.67 0.35
H -0.32 4.25 2.01 0.27
C 3.05 0.46 -0.35 -1.06
H 3.92 1.14 -0.31 0.23
H 2.69 0.46 -1.39 -0.21
H 3.40 -0.55 -0.10 0.46
C 0.81 2.55 -1.06 -1.07
H -0.21 2.92 -1.20 0.29
H 1.03 1.85 -1.88 -0.12
H 1.50 3.41 -1.16 0.23
C 0.45 -3.94 3.96 -0.38
H 1.02 -4.10 4.89 0.32
C -0.84 -4.44 3.75 -0.50
H -1.31 -4.97 4.56 0.34
C -1.46 -4.23 2.49 -0.42
H -2.48 -4.62 2.32 0.30
C -0.82 -3.45 1.56 -0.57
H -1.20 -3.26 0.55 0.38
C 0.46 -2.72 1.94 -0.02
C 1.11 -1.60 1.51 0.39
H 1.99 -2.03 0.90 0.14
C 0.05 -1.32 -1.29 -0.13
C 0.75 -3.23 -2.23 -1.30
H 1.21 -4.10 -2.05 0.58
C 0.58 -2.36 -3.44 -0.82
H 0.65 -2.62 -4.43 0.82
N 0.07 -1.11 -2.78 0.91
C -0.07 0.08 -3.56 0.55
C 0.91 0.39 -4.53 0.90
C 0.67 1.51 -5.31 -1.12
H 1.42 1.74 -6.05 0.33
C -0.47 2.30 -5.12 0.93
C -0.68 3.49 -5.98 -1.60
H -1.23 4.27 -5.44 0.37
H -1.26 3.24 -6.88 0.28
H 0.27 3.91 -6.32 0.36
C -1.40 1.98 -4.13 -1.03
H -2.28 2.58 -3.97 0.32
C -1.21 0.88 -3.31 0.93
C -2.14 0.48 -2.21 -0.89
H -2.71 -0.45 -2.41 0.36
H -2.86 1.30 -2.07 0.40
H -1.58 0.32 -1.26 -0.50
C 2.17 -0.41 -4.62 -1.74
H 2.03 -1.42 -5.03 0.33
H 2.72 -0.47 -3.67 0.19
H 2.78 0.14 -5.34 0.42
N -1.55 -1.60 6.39 -0.77
C -1.84 -1.20 5.26 -0.36
C -2.19 -0.75 3.97 0.32
C -3.50 -0.42 3.62 -0.56
C -3.75 0.03 2.33 -1.03
C -2.69 0.12 1.42 -0.18
N -1.46 -0.25 1.75 0.79
C -1.19 -0.63 3.01 -0.16
H -4.29 -0.53 4.36 0.45
H -4.75 0.31 1.99 0.47
H -2.84 0.51 0.41 0.05
H -0.15 -0.89 3.24 1.10

(10)
9
Properties=species:S:1:pos:R:3:nbo_charge:R:1 method="wB97M-V/def2-TZVPD" lumo_energy_ev=0.35 smiles=O.O.O de_lowest_kcal_mol=7.4 total_charge=0
O -1.65 -1.42 -0.04 -0.95
H -2.29 -1.32 0.66 0.48
H -2.12 -1.88 -0.74 0.49
O 0.36 0.23 0.74 -0.98
H 0.12 0.23 1.67 0.47
H -0.26 -0.38 0.34 0.50
O 1.91 1.66 -1.24 -0.96
H 2.71 1.58 -0.73 0.46
H 1.22 1.31 -0.67 0.49